Entry 1:
The following is a quantum chemistry calculation of a 2-piece molecular cluster, C4H12N4 overall, from the OMol25 dataset.

- HOMO level: -7.047 eV
- Orbital gap: 7.92 eV
- Energy relative to the best compared isomer or geometry (same formula, charge and spin): 3.660 eV
- Strongest force on any atom: 1.645 eV/Å
- Calculated total energy: -378.50374 Eh
- M: 116.17 g mol⁻¹

```
! wB97M-V def2-TZVPD RIJCOSX def2/J DEFGRID3
* xyz 0 1
C 1.8026 0.8141 -0.8273
C -1.1657 1.8686 -0.0054
C -1.8129 -0.9254 0.4240
N -0.2711 0.8172 -0.4464
C -0.4492 -0.4370 -0.0344
N 0.4924 -2.5992 -0.1478
N 2.6318 0.8606 0.2514
N 0.6334 -1.2099 -0.0407
H 0.4320 -3.0364 0.7693
H -0.3186 -2.8920 -0.6901
H 2.7787 -0.0425 0.6860
H 2.4158 1.5751 0.9312
H 2.0009 0.0247 -1.5355
H 1.5880 1.7682 -1.2819
H -0.8699 2.8144 -0.4676
H -1.1631 2.0174 1.0855
H -2.2080 1.6886 -0.3020
H -1.8304 -1.9931 0.6442
H -2.1105 -0.3799 1.3225
H -2.5764 -0.7335 -0.3351
*
```



Entry 2:
The following is a quantum chemistry calculation of C26H27N3P2SSn as an isolated structure, from the OMol25 dataset.

- HOMO level: -14.250 eV
- Orbital gap: 8.40 eV
- Energy relative to the best compared isomer or geometry (same formula, charge and spin): 0.000 eV
- Strongest force on any atom: 0.166 eV/Å
- Calculated total energy: -2466.01409 Eh
- M: 594.25 g mol⁻¹

```
! wB97M-V def2-TZVPD RIJCOSX def2/J DEFGRID3
* xyz 2 1
Sn -0.6461 -0.8825 0.7264
C -4.3029 0.3109 -1.8536
N -3.0730 -0.0835 -1.1384
P -2.5534 -1.6814 -0.9539
C -3.8111 -2.5566 -0.0245
C -3.8930 -3.9497 -0.0948
C -4.7904 -4.6253 0.7146
C -5.6020 -3.9205 1.5956
C -5.5156 -2.5378 1.6748
C -4.6158 -1.8538 0.8720
C -2.3932 -2.4537 -2.5596
C -3.5131 -2.9791 -3.2112
C -3.3867 -3.4814 -4.4955
C -2.1498 -3.4656 -5.1292
C -1.0348 -2.9473 -4.4833
C -1.1540 -2.4382 -3.2004
P -1.9825 1.0284 -0.4963
C -2.8775 2.2246 0.4791
C -3.1619 1.8957 1.8082
C -3.9163 2.7559 2.5871
C -4.3841 3.9458 2.0411
C -4.1014 4.2762 0.7229
C -3.3478 3.4193 -0.0643
C -1.1770 1.8763 -1.8526
C -1.1959 1.3307 -3.1357
C -0.4968 1.9551 -4.1587
C 0.2290 3.1091 -3.8999
C 0.2605 3.6468 -2.6183
C -0.4392 3.0339 -1.5930
H -4.5204 -0.4168 -2.6343
H -4.1562 1.2809 -2.3264
H -5.1485 0.3715 -1.1689
H -3.2669 -4.5059 -0.7814
H -4.8604 -5.7030 0.6564
H -6.3055 -4.4522 2.2222
H -6.1516 -1.9927 2.3592
H -4.5541 -0.7733 0.9341
H -4.4758 -3.0052 -2.7151
H -4.2521 -3.8892 -5.0001
H -2.0546 -3.8645 -6.1304
H -0.0737 -2.9461 -4.9801
H -0.2857 -2.0339 -2.6964
H -2.7893 0.9721 2.2406
H -4.1320 2.5076 3.6174
H -4.9689 4.6217 2.6507
H -4.4670 5.2047 0.3058
H -3.1260 3.6837 -1.0915
H -1.7588 0.4293 -3.3444
H -0.5256 1.5435 -5.1587
H 0.7689 3.5963 -4.7011
H 0.8242 4.5489 -2.4220
H -0.4184 3.4624 -0.5983
N 3.6488 -1.4085 -0.9975
C 2.6502 -1.0408 -0.2120
N 2.8055 -1.0934 1.1021
S 1.2102 -0.4645 -0.9971
H 4.5602 -1.6502 -0.6376
H 3.5244 -1.4060 -1.9963
H 3.6614 -1.4250 1.5217
H 2.1120 -0.7097 1.7207
*
```



Entry 3:
The following is a quantum chemistry calculation of C16H16AuNO5 as an isolated structure, from the OMol25 dataset.

- HOMO level (alpha / beta): -7.889 / -7.824 eV
- Orbital gap (alpha / beta): 4.40 / 4.21 eV
- Energy relative to the best compared isomer or geometry (same formula, charge and spin): 2.355 eV
- Strongest force on any atom: 5.209 eV/Å
- Calculated total energy: -1185.82130 Eh
- M: 499.27 g mol⁻¹

```
! wB97M-V def2-TZVPD RIJCOSX def2/J DEFGRID3
* xyz 0 1
Au 0.4107 -0.0342 -0.3854
O 0.1067 2.0055 1.5512
C -0.8767 2.8246 0.9454
C -2.2711 2.1976 0.9139
N -2.3160 0.9029 0.2454
C -2.6490 -0.2342 0.9868
C -1.3650 -0.8702 1.9421
O -1.7086 -1.0649 3.0773
O -0.2834 -1.0359 1.3355
C -2.3915 0.9392 -1.2158
C -2.0895 -0.3998 -1.9031
O -2.8567 -0.8141 -2.7421
O -1.0288 -1.0537 -1.5166
H -0.1556 1.7602 2.4480
H -0.5145 3.0063 -0.0673
H -0.9636 3.7971 1.4427
H -2.9360 2.8903 0.3854
H -2.6598 2.0633 1.9256
H -2.9217 -1.0803 0.3606
H -3.3654 -0.0275 1.7796
H -1.6877 1.6909 -1.5820
H -3.4050 1.2445 -1.4953
C 3.4294 4.4702 -1.5940
C 2.9996 3.7823 -0.4379
C 2.2804 2.6280 -0.5504
C 1.9374 2.0958 -1.8211
C 1.1790 0.8939 -1.9849
C 0.9104 0.4167 -3.2387
C 1.3867 1.0954 -4.3852
C 2.0947 2.2509 -4.2592
C 2.3859 2.7802 -2.9778
C 3.1320 3.9769 -2.8293
H 4.0008 5.3837 -1.4956
H 3.2523 4.1669 0.5414
H 1.9628 2.1092 0.3445
H 0.3216 -0.4820 -3.3639
H 1.1710 0.6915 -5.3658
H 2.4446 2.7837 -5.1349
H 3.4679 4.4914 -3.7217
*
```



Entry 4:
The following is a quantum chemistry calculation of C5H8AgO3 as an isolated structure, from the OMol25 dataset.

- HOMO level (alpha / beta): -11.386 / -14.913 eV
- Orbital gap (alpha / beta): 7.48 / 6.29 eV
- Energy relative to the best compared isomer or geometry (same formula, charge and spin): 2.206 eV
- Strongest force on any atom: 5.837 eV/Å
- Expectation value of S²: 2.00
- Calculated total energy: -567.49933 Eh
- M: 223.98 g mol⁻¹

```
! wB97M-V def2-TZVPD RIJCOSX def2/J DEFGRID3
* xyz 1 3
O 0.7898 -0.5979 1.2372
C -0.3367 0.5690 0.4611
C 0.5914 1.0119 -0.6576
O 1.8413 0.3505 -0.4663
C 1.8552 -0.5271 0.5688
O 2.8106 -1.3194 0.5402
Ag 4.1424 -1.0679 -1.0032
C -1.7897 0.5818 0.2452
C -1.6593 -0.9128 -0.0857
H -0.1049 1.0552 1.4162
H 0.7889 2.0860 -0.5750
H 0.1989 0.7697 -1.6528
H -2.3589 0.7617 1.1605
H -2.0795 1.1827 -0.6228
H -2.2928 -1.5215 0.5650
H -0.6135 -1.3362 0.0301
H -1.7832 -1.0858 -1.1611
*
```



Entry 5:
The following is a quantum chemistry calculation of a 3-piece molecular cluster, C21H42FN3O6S overall, from the OMol25 dataset.

- HOMO level: -7.367 eV
- Orbital gap: 5.96 eV
- Strongest force on any atom: 8.359 eV/Å
- Calculated total energy: -1938.48219 Eh
- M: 483.65 g mol⁻¹

```
! wB97M-V def2-TZVPD RIJCOSX def2/J DEFGRID3
* xyz 0 1
O 4.2068 -1.3597 3.5204
N 3.1743 -0.8283 3.1427
O 3.1709 0.4985 3.3611
C 3.9575 1.2317 2.3509
N 3.2659 1.3885 1.0094
C 1.7641 1.4649 1.2026
C 0.9647 2.2006 -0.0519
C -0.4219 1.3875 -0.4067
C -1.6892 2.3367 -0.8198
C -3.1670 1.7631 -0.4236
C -3.3315 0.1363 -0.4425
C -3.7303 -0.5214 1.0342
C -2.8518 0.0657 2.2841
C -2.0679 -1.1142 3.1666
C -0.8615 -1.8571 2.3426
C -1.3972 -3.1375 1.4496
C -1.2916 -2.8979 -0.1796
N -0.3307 -3.9447 -0.7216
C -0.7073 -5.4098 -0.6615
C 0.5641 -6.2422 -1.2759
C 1.6905 -5.1346 -1.7185
C 1.0283 -3.6826 -1.3416
S 3.7363 0.1573 -0.1387
O 2.9165 -1.1363 0.0988
O 3.5552 0.6096 -1.6400
F 5.4090 -0.3069 -0.0156
H 4.0962 2.3369 2.7802
H 5.0466 0.7816 2.2792
H 1.5736 2.1679 2.1473
H 1.3064 0.4131 1.4803
H 1.5974 2.2389 -1.0491
H 0.7015 3.3041 0.2694
H -0.1714 0.7279 -1.3698
H -0.6227 0.6248 0.4572
H -1.5522 3.3560 -0.2135
H -1.6248 2.6555 -1.9610
H -3.9288 2.2128 -1.2254
H -3.5495 2.1969 0.6205
H -2.4428 -0.4586 -0.9156
H -4.2773 -0.0935 -1.1343
H -4.8667 -0.1993 1.2084
H -3.7608 -1.7124 1.0008
H -3.6361 0.5355 3.0517
H -2.1111 0.9309 2.0184
H -1.5533 -0.5372 4.0686
H -2.8282 -1.8744 3.6420
H -0.1178 -2.2958 3.1673
H -0.2101 -1.1559 1.6689
H -2.5216 -3.3734 1.7392
H -0.7730 -4.0864 1.8003
H -0.8062 -1.8288 -0.3849
H -2.3524 -2.9424 -0.7256
H -1.7450 -5.7489 -0.2337
H 0.5864 -7.4102 -1.3567
H 2.7533 -5.3049 -2.1871
H 1.5356 -2.6440 -1.5278
C 3.5089 -2.4036 -4.4904
C 2.8578 -1.5081 -5.5241
O 1.7638 -0.8133 -4.9438
H 2.7855 -3.1243 -4.0953
H 4.3517 -2.9498 -4.9231
H 3.8691 -1.8154 -3.6401
H 2.4797 -2.1020 -6.3614
H 3.5714 -0.7761 -5.9146
H 2.1114 -0.2824 -4.2068
C -2.6963 6.6178 0.4975
C -1.9205 6.3608 1.7727
O -0.9573 5.3400 1.5573
H -3.1992 5.7047 0.1625
H -3.4463 7.3993 0.6479
H -2.0237 6.9252 -0.3099
H -2.5933 6.0327 2.5706
H -1.4042 7.2660 2.1072
H -0.3598 5.6447 0.8530
*
```



Entry 6:
The following is a quantum chemistry calculation of the molecule C5H7NOS, from the OMol25 dataset.

- HOMO level: -8.635 eV
- Orbital gap: 8.53 eV
- Energy relative to the best compared isomer or geometry (same formula, charge and spin): 2.330 eV
- Strongest force on any atom: 1.850 eV/Å
- Calculated total energy: -722.83243 Eh
- M: 129.18 g mol⁻¹

```
! wB97M-V def2-TZVPD RIJCOSX def2/J DEFGRID3
* xyz 0 1
O -0.7242 -1.7964 -0.9598
C -0.3108 -0.6469 -0.3566
C 0.2046 0.4542 -1.2998
N 0.5780 1.4959 -0.2864
C 0.2909 0.7975 0.9883
C -1.1440 0.2016 0.6779
C 0.7410 -0.6250 0.7553
S 1.5859 -1.8018 1.4733
H -0.5372 -2.4941 -0.3529
H -0.5683 0.8156 -2.0501
H 1.0924 0.0554 -1.8249
H 1.5648 1.7024 -0.3893
H 0.5035 1.3381 1.9525
H -1.8053 0.9260 0.1980
H -1.4714 -0.4225 1.4747
*
```



Entry 7:
The following is a quantum chemistry calculation of a 2-piece molecular cluster, C11H18 overall, from the OMol25 dataset.

- HOMO level: -8.856 eV
- Orbital gap: 9.80 eV
- Energy relative to the best compared isomer or geometry (same formula, charge and spin): 3.102 eV
- Strongest force on any atom: 6.565 eV/Å
- Calculated total energy: -429.82661 Eh
- M: 150.27 g mol⁻¹

```
! wB97M-V def2-TZVPD RIJCOSX def2/J DEFGRID3
* xyz 0 1
C -2.1668 -1.5934 1.8694
C -0.6784 -0.8779 1.5887
C -0.0574 -1.2422 0.3542
C -0.5287 -1.0981 -1.0036
C -0.0019 -1.7632 -2.1768
C 1.1901 -2.4349 -2.0657
C 1.7867 -2.4254 -0.7792
C 1.2226 -1.8561 0.3075
H -2.8611 -1.1674 1.2001
H -2.5415 -1.2153 2.8535
H -2.3591 -2.7961 1.8254
H -0.5550 0.1778 1.8504
H -0.2171 -1.4206 2.3073
H -1.5392 -0.5584 -1.1067
H -0.4680 -1.6153 -3.1372
H 1.3914 -3.1041 -2.8701
H 2.6829 -3.0370 -0.6162
H 1.6511 -1.9181 1.2986
C 0.8959 2.1398 -1.2147
C 0.8755 3.0759 0.0577
C -0.5393 3.0376 0.7308
H 0.7126 2.7851 -2.0759
H 0.0100 1.4797 -0.9387
H 1.8720 1.6766 -1.3718
H 1.7676 2.6958 0.6499
H 1.0740 4.2421 -0.1081
H -0.3825 2.7925 1.7844
H -1.2114 3.9092 0.5146
H -1.0247 2.1117 0.2721
*
```



Entry 8:
The following is a quantum chemistry calculation of C20H21BN6Pb as an isolated structure, from the OMol25 dataset.

- HOMO level: -6.796 eV
- Orbital gap: 7.43 eV
- Strongest force on any atom: 2.488 eV/Å
- Calculated total energy: -1320.96321 Eh
- M: 563.44 g mol⁻¹

```
! wB97M-V def2-TZVPD RIJCOSX def2/J DEFGRID3
* xyz 0 1
H 1.8855 -2.3403 1.2817
N 0.9909 -1.7155 -0.5531
B 0.2129 -1.4262 -3.0100
N 0.9638 -2.1887 -1.8510
C 1.6664 -3.3206 -1.8981
Pb -0.0081 0.3772 0.0325
H 1.7260 -3.8036 -2.8377
C 2.1746 -3.5833 -0.6245
H 2.7708 -4.3877 -0.3445
C 1.7387 -2.5548 0.2184
H 0.2147 -2.1334 -3.9470
C -0.2386 3.7346 1.1416
H -0.2845 4.2863 2.0740
H -1.2356 3.3962 0.9029
H 0.1136 4.3756 0.3429
N 0.9908 -0.1220 -3.4115
N -1.2711 -1.0726 -2.6565
N 1.2055 0.8992 -2.4881
N -1.6062 -0.5131 -1.4349
C 1.5775 0.1743 -4.5879
C -2.3988 -1.2595 -3.3475
H 1.4880 -0.5238 -5.3937
H -2.3249 -1.7037 -4.3097
C 2.2218 1.4150 -4.4612
C -3.4741 -0.7992 -2.5768
C 1.9548 1.8328 -3.1234
C -2.9423 -0.3262 -1.3714
H 2.7748 1.9010 -5.2174
H -4.4823 -0.8070 -2.8443
H 2.2879 2.7454 -2.6595
H -3.3997 0.1065 -0.4880
H 0.4522 2.9091 1.2644
C -2.7103 -0.1409 5.1758
C -3.0543 -0.3557 3.8226
C -2.1089 -0.2217 2.8149
C -0.7656 0.1315 3.1481
C 0.2760 0.2778 2.2465
C 1.5659 0.6112 2.5293
C 1.8908 0.8320 3.8939
C 0.9268 0.7061 4.8740
C -0.4125 0.3567 4.5456
C -1.4136 0.2094 5.5233
H -3.4616 -0.2507 5.9512
H -4.0730 -0.6322 3.5606
H -2.3699 -0.3932 1.7602
H 2.3369 0.7155 1.7708
H 2.9076 1.0980 4.1557
H 1.1630 0.8682 5.9260
H -1.1308 0.3777 6.5638
*
```



Question: Which value of M does entry 1 give?
Answer: 116.17 g mol⁻¹